# 1
DFT (the ωB97M-V functional and the def2-TZVPD basis) results for a structure of composition C19H13BrClN2O2V at a distorted geometry.

The geometry in XYZ format:
```
39
Properties=species:S:1:pos:R:3:forces:R:3:mulliken_charge:R:1
V -0.1497 -0.2231 -0.0775 0.5 1.1 0.1 1.0592
Cl -5.2894 -0.9535 -5.2594 0.1 0.1 0.1 -0.1938
C -4.0590 -0.5133 -4.1148 -0.2 0.2 -0.3 0.0592
C -3.5865 0.8231 -4.0978 -0.1 0.0 -0.1 -0.5199
C -2.6216 1.2264 -3.2213 -0.2 -0.1 -0.2 -0.6277
C -2.0694 0.3077 -2.3037 0.6 0.5 0.5 0.5675
O -1.1467 0.7168 -1.4739 -0.4 0.0 -0.4 -0.4702
C -2.5418 -1.0248 -2.3222 -0.6 -0.3 -0.5 0.4579
C -2.0398 -1.9818 -1.4440 0.8 0.1 0.8 -0.0688
O -1.1392 -1.7455 -0.5752 -1.2 -1.8 -0.6 -0.6477
C -3.5547 -1.4215 -3.2519 0.3 0.0 0.3 -1.0076
H -4.0089 1.5303 -4.8012 0.0 0.0 0.0 0.4207
H -2.2644 2.2464 -3.2117 0.0 0.0 0.0 0.4470
H -2.4042 -3.0089 -1.4585 -0.2 0.0 -0.2 0.4295
H -3.9082 -2.4450 -3.2562 0.0 0.0 0.0 0.4253
Br 1.6290 -6.4342 4.0499 0.0 -0.2 0.1 -0.1500
C 1.5002 -4.7268 3.2969 0.0 0.1 0.0 0.0318
C 2.3024 -3.6987 3.7780 0.0 0.1 0.0 -0.8055
C 2.2061 -2.4365 3.2202 0.2 -0.2 0.3 -0.8261
C 1.3110 -2.2063 2.1863 -0.1 1.1 -0.5 0.6613
C 0.5158 -3.2258 1.7096 0.0 -0.5 0.1 0.0420
C 0.6088 -4.4978 2.2674 -0.1 0.2 -0.2 -0.6917
N 1.1640 -0.8912 1.5553 -0.2 -1.0 0.2 0.0625
C 1.8794 0.0685 1.9663 0.5 1.2 0.1 0.4987
C 1.7807 1.4337 1.3684 0.0 -0.8 0.3 0.0274
C 2.5603 2.4681 1.8205 0.2 0.4 0.1 -0.7726
C 2.4177 3.7191 1.2174 0.2 -0.2 0.2 -0.3401
C 1.5046 3.8660 0.1971 -0.2 0.1 -0.3 -0.7723
C 0.7516 2.7694 -0.2043 0.1 -0.2 0.1 -0.0128
N 0.8915 1.5790 0.3741 0.1 0.0 0.1 0.0270
H 3.0013 -3.8742 4.5837 0.0 -0.1 0.0 0.4437
H 2.8481 -1.6648 3.6239 -0.1 -0.1 0.0 0.2819
H -0.1783 -3.0451 0.9071 -0.1 0.0 -0.1 0.5963
H -0.0146 -5.2978 1.8939 0.0 0.0 0.0 0.4447
H 2.6003 -0.0497 2.7724 0.0 0.1 -0.1 0.1903
H 3.2644 2.3038 2.6257 0.0 0.1 0.0 0.4132
H 3.0160 4.5576 1.5481 0.0 0.0 0.0 0.4462
H 1.3540 4.8117 -0.3043 0.1 0.0 0.1 0.4307
H 0.0174 2.8110 -0.9971 0.0 0.1 0.0 0.4429
```
Positions in Å, forces in eV/Å.

## Properties
**HOMO level (alpha / beta)**: -10.894 / -11.254 eV
**Net charge**: +1
**F_max**: 2.3 eV/A
**<S²>**: 3.760
**Frontier orbital gap (alpha / beta)**: 6.8 / 7.0 eV
**LUMO energy (alpha / beta)**: -4.097 / -4.224 eV
**2S+1**: 4

***

# 2
DFT (the ωB97M-V functional and the def2-TZVPD basis) results for an isolated molecule of C19H13ClN4O2 at a distorted geometry.

The geometry in XYZ format:
```
39
Properties=species:S:1:pos:R:3:forces:R:3:mulliken_charge:R:1
Cl -0.4685 0.4087 -5.7170 -0.1 0.2 0.3 -0.2305
C -0.5376 0.8386 -4.0202 -1.4 0.5 -0.1 0.5392
C -1.7266 1.3663 -3.4689 1.2 -0.5 0.1 -0.8120
C -1.7510 1.6512 -2.1044 -0.5 0.4 0.4 -0.3081
C -0.6427 1.4734 -1.2472 0.7 -0.4 -2.4 -0.0329
C -0.6512 1.8879 0.1465 -0.6 0.5 0.0 0.8705
N -1.4226 2.9805 0.5876 1.1 -1.3 -0.9 -0.7520
C -1.1032 3.1067 1.8490 -0.5 0.2 -0.5 0.3398
C -1.6102 4.0537 2.7883 1.5 -1.7 2.1 -0.3015
N -1.2872 3.9265 4.0702 -0.1 0.2 -0.8 -0.6298
C -0.4034 2.9159 4.4864 -0.6 0.6 -1.9 -0.4261
C 0.1526 2.0531 3.5975 -0.2 -0.1 -0.1 -0.0121
N -0.2172 2.1376 2.2529 0.7 -0.8 1.6 0.1092
C 0.0844 1.3166 1.1682 0.0 0.1 0.5 -0.3254
N 0.9306 0.1792 1.2672 0.3 0.9 0.6 -0.0408
C 0.7343 -1.0901 0.7052 -0.1 -1.3 -0.7 -0.0372
C -0.5228 -1.4813 0.2580 -0.2 -0.3 0.1 -0.2229
C -0.7119 -2.7646 -0.2743 0.7 -0.6 -0.3 -1.1143
C 0.3675 -3.6268 -0.4453 -1.2 1.4 0.3 0.8961
C 1.6207 -3.2398 -0.0522 0.0 1.2 0.5 0.7380
C 1.8294 -2.0124 0.5633 -1.4 0.3 -0.5 -0.9611
O 2.5534 -4.1742 -0.4083 -0.6 -0.5 -0.3 -0.4874
C 1.7736 -5.2293 -1.0107 0.0 -1.5 0.2 -0.2356
O 0.3808 -4.8477 -1.0432 0.9 -0.1 -0.1 -0.4836
C 0.5343 0.9745 -1.8838 -0.3 0.2 0.8 0.1779
C 0.5720 0.6614 -3.2449 0.9 -0.3 0.5 -0.9425
H -2.5658 1.5434 -4.1245 -0.2 0.0 0.2 0.4076
H -2.6704 2.0719 -1.6730 0.4 -0.2 -0.2 0.3770
H -2.2652 4.8284 2.4378 -0.2 0.3 0.1 0.4316
H -0.1616 2.8780 5.5285 0.0 0.0 0.3 0.3856
H 0.8453 1.2636 3.8780 -0.2 0.2 -0.1 0.2600
H 1.6567 0.1599 1.9780 -0.3 0.6 -0.3 0.2547
H -1.3721 -0.7940 0.3549 0.4 -0.4 -0.1 0.4406
H -1.6592 -3.1412 -0.6014 -0.6 0.2 -0.1 0.4177
H 2.8110 -1.7620 0.8433 1.1 0.5 0.4 0.4770
H 1.8526 -6.1676 -0.3977 0.0 0.9 -0.3 0.2292
H 2.1162 -5.4745 -2.0344 -0.1 0.5 0.4 0.2372
H 1.4499 0.8499 -1.2877 -0.5 0.0 -0.3 0.4032
H 1.4851 0.2788 -3.7216 -0.4 0.2 0.4 0.3635
```
Positions in Å, forces in eV/Å.

## Properties
**SMILES string**: Clc1ccc(-c2nc3cnccn3c2Nc2ccc3c(c2)OCO3)cc1
**HOMO level**: -7.627 eV
**F_max**: 3.1 eV/A
**Frontier orbital gap**: 7.7 eV
**LUMO energy**: 0.085 eV

***

# 3
DFT (the ωB97M-V functional and the def2-TZVPD basis) results for a structure of composition C19H14Cl2IIrN4O2S2.

The geometry in XYZ format:
```
45
Properties=species:S:1:pos:R:3:forces:R:3:mulliken_charge:R:1
Ir 0.8425 -1.0229 -0.4846 -0.1 0.1 -0.2 1.8232
C 2.6354 1.1810 3.0812 0.0 0.0 0.0 -1.1320
C 1.2859 1.6206 2.6073 0.0 0.0 0.0 0.6077
N 0.5607 2.3942 3.3766 0.0 0.0 0.0 -0.6277
C -0.6520 2.8102 2.9598 0.0 0.0 0.0 -0.9163
C -1.1920 2.4812 1.7455 0.0 0.0 0.0 0.5123
C -2.5475 3.0016 1.3411 0.0 0.0 0.0 -0.9071
O -2.4990 3.8059 0.1660 0.0 0.0 0.0 -0.5332
C -0.4380 1.6317 0.8984 0.0 0.0 0.0 -0.4043
C -0.8803 1.3940 -0.4537 0.0 -0.1 0.0 -0.1453
N -0.4861 0.4050 -1.1822 0.0 0.1 0.0 -0.5051
C -0.7992 0.4069 -2.5785 0.0 0.0 0.0 -0.0126
C -2.0904 0.6026 -3.0451 0.0 0.0 0.0 -0.1457
C -2.3346 0.6149 -4.4108 0.0 0.0 0.0 -0.8265
C -1.2974 0.4297 -5.3115 0.0 0.0 0.0 -0.5603
C -0.0020 0.2202 -4.8548 0.0 0.0 0.0 -0.5572
C 0.2295 0.2054 -3.4932 0.0 0.0 0.0 0.3946
I 2.1516 -0.1387 -2.7256 0.0 0.0 0.1 0.1468
C 0.8136 1.1800 1.3329 0.0 0.1 0.0 0.8407
O 1.6317 0.4169 0.6271 0.0 -0.1 -0.1 -1.1768
H 2.7850 1.5228 4.1013 0.0 0.0 0.0 0.3826
H 3.4213 1.5915 2.4443 0.0 0.0 0.0 0.3007
H 2.7316 0.0950 3.0334 0.0 0.0 0.0 0.2114
H -1.2016 3.4337 3.6554 0.0 0.0 0.0 0.3763
H -2.9881 3.5487 2.1766 0.0 0.0 0.0 0.4261
H -3.2230 2.1777 1.1045 0.0 0.0 0.0 0.3382
H -2.0951 4.6523 0.3845 0.0 0.0 0.0 0.3217
H -1.5379 2.1383 -0.8980 0.0 0.0 0.0 1.0725
H -2.8992 0.7354 -2.3376 0.0 0.0 0.0 0.5440
H -3.3436 0.7638 -4.7696 0.0 0.0 0.0 0.4099
H -1.4915 0.4369 -6.3751 0.0 0.0 0.0 0.4118
H 0.8077 0.0666 -5.5548 0.0 0.0 0.0 0.4118
S 2.2997 -2.4836 0.6249 0.1 -0.1 0.0 -0.3142
C 1.1427 -2.5243 1.8530 0.0 -0.1 0.1 0.7867
S -0.2816 -1.7225 1.4102 0.0 0.0 0.0 -0.4329
C 1.3384 -3.1534 3.1197 -0.1 0.1 -0.1 0.5681
C 2.5533 -3.8171 3.3998 0.0 0.0 0.0 -0.1648
N 3.5526 -4.3569 3.5962 0.0 0.0 0.0 -0.3149
C 0.3143 -3.1194 4.0923 0.1 0.0 0.1 -0.1297
N -0.5197 -3.0817 4.8873 0.0 0.0 0.0 -0.3159
Cl -0.2297 -2.7141 -1.8965 0.0 0.0 0.1 0.0307
C 0.7155 -4.2564 -1.8486 0.0 0.0 0.0 -0.3615
Cl 2.2828 -4.0776 -2.5893 0.0 0.0 0.0 -0.0742
H 0.1147 -4.9674 -2.4043 0.0 0.0 0.0 0.3891
H 0.8193 -4.5288 -0.8054 0.0 0.0 0.0 0.2512
```
Positions in Å, forces in eV/Å.

## Properties
**HOMO level (alpha / beta)**: -11.344 / -11.303 eV
**Net charge**: +1
**F_max**: 0.2 eV/A
**<S²>**: 0.782
**Frontier orbital gap (alpha / beta)**: 7.4 / 4.7 eV
**LUMO energy (alpha / beta)**: -3.914 / -6.581 eV
**2S+1**: 2

***

# 4
DFT (the ωB97M-V functional and the def2-TZVPD basis) results for a cluster of 2 separate species, C19H14Cl2N2O2S in total at a distorted geometry.

The geometry in XYZ format:
```
40
Properties=species:S:1:pos:R:3:forces:R:3:mulliken_charge:R:1
Cl -7.0933 2.7578 -0.3450 0.1 -0.1 0.2 -0.1808
C -5.5727 1.9579 -0.2253 0.4 -0.3 -0.2 0.3593
C -5.5052 0.5668 -0.2492 -0.6 0.3 0.1 -0.6281
C -4.2904 -0.0670 -0.3198 0.7 0.2 0.0 -0.4962
C -3.0856 0.6690 -0.3459 -0.8 0.4 0.2 0.7266
C -1.8337 0.0197 -0.5398 0.9 0.2 -0.1 -0.2862
C -0.6054 0.6558 -0.4963 -0.5 -0.1 0.2 -0.0314
C 0.5663 0.1200 -1.0006 0.2 -0.2 0.4 -0.3197
C 1.8132 0.8218 -1.0415 0.5 0.3 -0.1 0.6318
C 2.8087 0.4881 -1.9900 -0.7 0.0 0.4 -0.4318
C 3.9473 1.2440 -2.1103 0.4 0.4 -0.1 -0.7393
C 4.1575 2.3362 -1.2722 -0.4 -0.4 0.0 0.4778
Cl 5.5809 3.2888 -1.4219 0.0 0.0 0.0 -0.1903
C 3.2142 2.6540 -0.3016 0.2 0.3 0.0 -0.9488
C 2.0637 1.9203 -0.1920 -0.2 -0.4 -0.3 -0.0799
C -3.1812 2.0734 -0.2650 0.1 -0.5 0.0 -0.3438
C -4.3968 2.7015 -0.2053 -0.4 0.3 0.0 -0.8279
H -6.4253 0.0063 -0.2219 -0.1 -0.1 -0.1 0.4121
H -4.2512 -1.1413 -0.3622 0.0 -0.3 0.0 0.4070
H -1.8632 -1.0210 -0.8093 0.0 -0.4 -0.1 0.3838
H -0.5769 1.6611 -0.1139 0.1 0.2 0.0 0.0683
H 0.5096 -0.8399 -1.4846 0.1 -0.3 -0.1 0.4093
H 2.6413 -0.3343 -2.6649 0.0 -0.2 -0.1 0.4109
H 4.6783 1.0377 -2.8739 0.1 -0.2 -0.1 0.4131
H 3.3912 3.4969 0.3440 0.0 0.1 0.2 0.3993
H 1.3402 2.1718 0.5620 -0.1 0.1 0.2 0.4388
H -2.2882 2.6683 -0.3003 0.1 0.2 0.0 0.3238
H -4.4609 3.7763 -0.1706 0.0 0.2 0.0 0.4074
C 1.4523 -1.5702 1.9262 -0.2 -0.9 -0.7 -0.3997
C 0.3199 -2.3919 2.0965 0.1 1.4 0.2 0.2414
O -0.7720 -1.9332 2.4249 -1.1 -0.4 0.0 -0.7279
N 0.4813 -3.7627 1.8772 0.5 0.5 -0.1 -0.0423
C 1.6655 -4.3127 1.4961 0.1 -0.9 -0.1 -0.0468
S 1.7838 -5.9462 1.2403 0.1 -0.4 -0.1 -0.4238
N 2.7428 -3.4979 1.3302 -0.7 0.2 0.1 -0.0375
C 2.6868 -2.1144 1.5226 0.1 1.4 0.3 0.2756
O 3.6836 -1.4158 1.3516 0.7 -0.3 -0.4 -0.7259
H 1.3719 -0.5126 2.0891 0.0 0.1 0.2 0.5856
H -0.3365 -4.3486 2.0126 0.5 0.0 -0.1 0.2691
H 3.6383 -3.8837 1.0501 -0.4 -0.1 0.1 0.2669
```
Positions in Å, forces in eV/Å.

## Properties
**HOMO level**: -7.042 eV
**F_max**: 1.4 eV/A
**Frontier orbital gap**: 3.8 eV
**LUMO energy**: -3.230 eV

***

# 5
DFT (the ωB97M-V functional and the def2-TZVPD basis) results for a structure of composition C19H14Cl2N8O4RhSSe at a distorted geometry.

The geometry in XYZ format:
```
50
Properties=species:S:1:pos:R:3:forces:R:3:mulliken_charge:R:1
Rh -0.4464 -0.4776 0.6794 0.4 0.0 -0.4 -0.0677
N -1.0553 -0.8313 2.6948 0.1 0.2 -0.5 -0.3355
N -2.2863 -1.5415 2.8377 0.3 -0.2 0.3 -0.2938
C -3.1431 -1.9502 1.7743 -1.0 -0.4 -0.1 0.3829
O -4.2650 -2.3268 2.0762 0.5 0.3 0.4 -0.7290
O -2.6090 -1.9141 0.6377 -0.4 0.0 -0.8 -0.1593
H -0.3322 -1.2849 3.2519 -0.1 0.0 -0.1 0.3495
H -1.1866 0.1192 3.0446 0.1 -0.1 0.1 0.3291
H -2.7497 -1.4443 3.7297 0.2 0.2 0.0 0.2517
Se 5.5235 4.4058 0.4620 -0.5 -0.4 0.0 0.3141
N 5.3810 2.6269 0.3769 0.0 0.1 0.0 -0.8530
C 4.1125 2.3295 0.5038 0.3 0.0 0.0 0.9422
C 3.6035 0.9666 0.4908 0.0 -0.2 0.0 0.2425
C 4.4459 -0.1387 0.3384 -0.2 -0.1 0.0 -0.4534
C 3.8804 -1.3924 0.3505 0.1 0.2 0.0 -1.1442
C 2.5030 -1.5216 0.4956 0.1 -0.2 0.0 0.0923
N 1.6830 -0.4843 0.6303 -0.1 0.0 0.2 -0.1003
C 2.2314 0.7597 0.6370 0.1 0.0 0.0 0.1696
C 1.3263 1.8820 0.8226 0.0 0.0 0.0 -0.0417
N 0.0212 1.5738 0.9852 -0.4 1.0 0.1 0.2278
C -0.8355 2.5882 1.1776 0.3 -0.2 0.1 -0.4210
C -0.4376 3.9197 1.2035 0.0 0.0 0.0 -1.1378
C 0.8874 4.2373 1.0224 -0.1 -0.1 0.0 -0.5435
C 1.7950 3.1978 0.8384 -0.1 -0.1 0.0 0.1788
C 3.2198 3.4315 0.6705 0.1 0.3 0.0 0.9873
N 3.7626 4.6219 0.6791 0.1 0.0 0.0 -0.8481
H 5.5088 0.0151 0.2215 0.0 0.0 0.0 0.5686
H 4.4779 -2.2843 0.2417 0.0 0.0 0.0 0.4591
H 2.0327 -2.5000 0.4824 0.1 0.2 0.0 0.4817
H -1.8700 2.3253 1.3055 -0.1 -0.1 0.0 0.7270
H -1.1852 4.6826 1.3575 0.0 0.0 0.0 0.4667
H 1.2401 5.2590 1.0299 0.0 0.0 0.0 0.5747
S -0.1787 -2.8830 0.3859 0.0 0.3 0.0 -0.4444
C -0.6489 -3.0117 -1.2855 -0.2 0.0 0.1 0.8474
N -1.9731 -2.9344 -1.5391 -0.2 0.3 0.2 0.0995
C -2.4558 -3.0020 -2.7781 0.3 -0.1 -0.2 -0.1135
C -1.5758 -3.2101 -3.8212 -0.1 0.1 0.2 -0.6794
C -0.2247 -3.2908 -3.4907 -0.2 0.0 -0.2 -0.1302
N 0.2404 -3.1864 -2.2537 -0.1 -0.1 0.3 -0.5998
H -2.5685 -2.6380 -0.6694 0.2 -0.1 0.0 0.2348
H -3.5251 -2.8887 -2.8839 0.0 0.0 -0.1 0.5115
H -1.9197 -3.2900 -4.8402 0.0 0.0 0.0 0.4210
H 0.5215 -3.4345 -4.2625 0.0 0.0 0.0 0.4238
Cl -4.7692 -0.2307 -1.5002 0.0 0.0 0.0 -0.1144
C -3.4107 0.8645 -1.7878 0.2 -0.1 -0.2 -0.0738
Cl -3.8218 2.5525 -1.4642 0.0 0.0 0.0 -0.1520
C -2.2477 0.4388 -0.9038 -0.1 0.1 -0.5 0.9225
O -1.2121 -0.0237 -1.4508 0.8 -0.3 0.4 -0.6501
O -2.3419 0.5356 0.3303 -0.3 -0.4 0.7 -0.4901
H -3.1222 0.7828 -2.8342 0.0 0.0 0.1 0.3698
```
Positions in Å, forces in eV/Å.

## Properties
**HOMO level (alpha / beta)**: -10.899 / -10.900 eV
**Net charge**: +1
**F_max**: 1.1 eV/A
**Frontier orbital gap (alpha / beta)**: 6.7 / 6.7 eV
**LUMO energy (alpha / beta)**: -4.200 / -4.205 eV